Below is one molecule with the formula C5H8N2 in a non-equilibrium geometry, with properties calculated with the ωB97M-V functional and the def2-TZVPD basis.

Geometry as XYZ:
```
15
C5H8N2 | the OMol25 dataset | the ωB97M-V functional and the def2-TZVPD basis
C -0.5786 1.7850 0.1164
C -0.1354 0.4152 -0.7724
C 0.9236 0.9753 -1.5059
N 1.8532 1.3911 -2.0621
N 0.4723 -0.4163 0.2120
C 0.6313 -1.8145 0.1353
C -0.3484 -1.2755 1.1852
H 0.2884 2.3817 0.3932
H -1.0955 1.4823 1.0593
H -1.2060 2.5148 -0.5814
H -1.0551 0.0886 -1.1469
H 1.5075 -2.4130 0.3803
H 0.1969 -2.3092 -0.6405
H -1.4448 -1.5510 1.0874
H -0.0094 -1.2546 2.1401
```

Calculated values
Structure (SMILES)   C[C@@H](C#N)N1CC1
Electronic energy   -8291.6377 eV
Molar mass   96.1 g mol⁻¹
HOMO   -9.619 eV
LUMO level   0.0344 hartree

Below is a 8-piece molecular cluster, C26H42Br8N2O2 overall in a non-equilibrium geometry, with properties calculated with the ωB97M-V functional and the def2-TZVPD basis.

Geometry as XYZ:
```
80
C26H42Br8N2O2 | the OMol25 dataset | the ωB97M-V functional and the def2-TZVPD basis
C 1.6623 3.8508 3.0702
C 2.7168 3.9245 3.9621
C 2.4121 3.9737 5.3154
N 1.1821 4.0755 5.7884
C 0.1656 4.0285 4.9350
C 0.3698 3.9394 3.5739
H 1.8123 3.6660 2.0144
H 3.7564 3.8592 3.6702
H 3.2065 3.9599 6.0553
H -0.8103 4.1383 5.3950
H -0.4101 3.9408 2.8201
C -1.3880 -0.4667 2.4689
C -1.6860 0.8689 2.3844
C -1.5521 1.5026 1.1527
N -1.1448 0.8857 0.0523
C -0.8286 -0.4044 0.1464
C -0.9794 -1.1195 1.3191
H -1.4576 -0.9814 3.4202
H -1.9947 1.4961 3.2120
H -1.7505 2.5692 1.0791
H -0.6519 -0.8735 -0.8147
H -0.7592 -2.1786 1.3431
C 1.3969 1.8737 -2.2785
C 2.9088 1.7034 -2.1330
C 3.4628 2.6724 -3.1830
O 2.5203 3.7330 -3.2831
C 1.2118 3.2428 -2.9685
H 0.9244 1.8703 -1.2966
H 0.8943 1.0925 -2.8459
H 3.2260 0.6779 -2.3082
H 3.2629 2.0628 -1.1662
H 3.5529 2.1777 -4.1649
H 4.4449 3.0825 -2.9536
H 0.6972 3.1536 -3.9279
H 0.7243 3.9454 -2.2962
C 0.0198 -0.1710 -5.3191
C 1.4603 0.3172 -5.5813
C 2.3298 -0.7120 -4.8417
O 1.5218 -1.2250 -3.7986
C 0.1950 -1.3096 -4.3037
H -0.3776 -0.5377 -6.2638
H -0.6091 0.6141 -4.9094
H 1.6313 1.3087 -5.1688
H 1.7906 0.3012 -6.6195
H 3.1882 -0.2207 -4.3799
H 2.6931 -1.5129 -5.4952
H -0.4566 -1.1804 -3.4318
H -0.1065 -2.2870 -4.7009
Br -3.8064 -1.7991 -1.4019
C -4.2830 0.0566 -1.2165
C -3.4150 0.9886 -2.0621
Br -4.3387 1.5684 -3.6558
H -4.1780 0.3044 -0.1597
H -5.3420 0.2035 -1.4143
H -2.4964 0.4820 -2.3307
H -3.1982 1.8804 -1.4866
Br -3.0800 -3.8954 1.8108
C -4.1425 -5.3073 1.0261
C -3.5006 -6.6527 1.2215
Br -3.4032 -7.1271 3.1299
H -4.1922 -5.1049 -0.0415
H -5.1203 -5.2732 1.4913
H -2.4770 -6.6959 0.8711
H -4.1205 -7.4443 0.8129
Br -2.3126 -0.0846 7.3924
C -1.0491 1.0188 6.4178
C 0.3568 0.8931 6.9428
Br 0.5823 1.8668 8.6034
H -1.4332 2.0280 6.5141
H -1.0782 0.6900 5.3811
H 1.0539 1.3989 6.2823
H 0.5975 -0.1500 7.1169
Br 0.3012 -3.5847 -1.3998
C 1.9758 -4.0908 -2.2743
C 3.0299 -4.1995 -1.2256
Br 4.7008 -4.7042 -2.0914
H 2.1974 -3.3569 -3.0405
H 1.7434 -5.0476 -2.7320
H 2.8396 -4.9519 -0.4709
H 3.2100 -3.2372 -0.7554
```

Calculated values
Structure (SMILES)   c1ccncc1.c1ccncc1.C1CCOC1.C1CCOC1.BrCCBr.BrCCBr.BrCCBr.BrCCBr
Electronic energy   -595057.4374 eV
Molar mass   1053.9 g mol⁻¹
HOMO   -9.575 eV
LUMO level   0.0105 hartree

Below is C31H39BBr2F7I2O21 as an isolated structure in a non-equilibrium geometry, with properties calculated with the ωB97M-V functional and the def2-TZVPD basis.

Geometry as XYZ:
```
103
C31H39BBr2F7I2O21 | the OMol25 dataset | the ωB97M-V functional and the def2-TZVPD basis
C -1.8002 2.6500 -0.1864
C -2.3160 1.7065 -1.2790
C -2.3084 0.1959 -0.9895
I -3.6481 -0.7015 -2.4822
B -2.6611 -0.4740 0.4740
I -1.7299 -2.5926 0.1442
C -1.7786 0.0795 1.7505
C -2.5729 0.8373 2.8627
C -1.7428 1.9748 3.5356
C -2.8419 -0.1815 3.9884
C -4.2359 -0.8380 0.8584
Br -4.7148 -2.6188 1.5046
C -5.2556 0.0139 0.8014
C -5.1005 1.4420 0.3653
Br -7.0727 -0.4140 1.2789
H -1.9989 3.6755 -0.5082
H -0.7168 2.5591 -0.0958
H -2.2474 2.5108 0.7932
H -3.2865 2.0680 -1.6141
H -1.6764 1.8784 -2.1514
H -1.3428 -0.1927 -1.2986
H -0.9556 0.7188 1.4205
H -1.2790 -0.7353 2.2705
H -3.5526 1.2032 2.5627
H -1.0361 2.4264 2.8408
H -2.4087 2.7309 3.9589
H -1.1942 1.5296 4.3672
H -1.8889 -0.5726 4.3484
H -3.4167 -1.0282 3.6119
H -3.3846 0.2729 4.8221
H -5.1971 1.4918 -0.7205
H -4.2037 1.9268 0.7294
H -5.9479 2.0124 0.7492
C -0.7300 -1.5650 -6.7839
C -1.0470 -3.0111 -6.4836
O -0.2256 -3.2798 -5.3680
C -0.0669 -2.0879 -4.6998
O 0.3354 -2.0035 -3.5964
O -0.4385 -1.0486 -5.4790
F -0.6787 -3.8363 -7.5110
H 0.1437 -1.4640 -7.4203
H -1.5607 -1.0315 -7.2366
H -2.0887 -3.2042 -6.2241
C 3.3795 1.4330 3.8030
C 2.3262 0.3634 3.6702
O 1.4511 0.9048 2.6954
C 2.2195 1.7052 1.8962
O 1.8896 2.1080 0.8340
O 3.4131 1.9781 2.4794
F 1.6433 0.1977 4.8330
H 3.0937 2.2031 4.5111
H 4.3524 1.0402 4.0863
H 2.6954 -0.6049 3.3276
C 3.1266 -2.6584 -10.9120
C 3.3528 -2.5692 -9.4196
O 2.3370 -1.6699 -9.0150
C 1.3065 -1.8065 -9.8998
O 0.2092 -1.4089 -9.7126
O 1.7121 -2.4681 -11.0099
F 4.5630 -2.0369 -9.1256
H 3.6406 -1.8597 -11.4482
H 3.4209 -3.6167 -11.3308
H 3.2357 -3.5129 -8.8846
C 1.2596 4.9016 7.2616
C 1.5913 4.1109 8.5039
O 2.3107 3.0074 7.9725
C 2.9114 3.4386 6.8319
O 3.7868 2.8646 6.2728
O 2.3806 4.6098 6.4167
F 0.4784 3.6576 9.1260
H 0.3438 4.5504 6.7840
H 1.1784 5.9682 7.4485
H 2.2147 4.6405 9.2256
C 1.1885 9.7908 7.3448
C 1.8545 10.6459 8.3986
O 1.6630 9.8811 9.5763
C 1.5991 8.5742 9.1965
O 1.7061 7.6505 9.9273
O 1.4045 8.4718 7.8589
F 1.2374 11.8426 8.5399
H 0.1178 9.9848 7.2762
H 1.6334 9.9036 6.3600
H 2.9220 10.8090 8.2428
C -0.4950 -7.1877 -4.5660
C 0.3348 -6.7527 -5.7500
O 0.1674 -7.8262 -6.6595
C -1.0582 -8.3733 -6.4007
O -1.6281 -9.1110 -7.1294
O -1.5294 -7.9504 -5.2048
F 1.6535 -6.6495 -5.4288
H 0.0666 -7.8311 -3.8873
H -0.9067 -6.3539 -4.0036
H 0.0026 -5.8262 -6.2159
C 2.1566 -5.8873 -2.1488
C 2.5456 -5.8174 -0.6882
O 1.5659 -4.9640 -0.1479
C 0.4355 -5.1127 -0.9083
O -0.6384 -4.7414 -0.6010
O 0.7383 -5.7458 -2.0860
F 3.7714 -5.2523 -0.5211
H 2.5831 -5.0614 -2.7206
H 2.4335 -6.8283 -2.6193
H 2.5209 -6.7764 -0.1660
```

Calculated values
Electronic energy   -251764.6527 eV
Molar mass   1305.0 g mol⁻¹
HOMO   -4.157 eV
Total charge   -1
LUMO level   0.0511 hartree

Below is C18H33B4CaF16N6 as an isolated structure in a non-equilibrium geometry, with properties calculated with the ωB97M-V functional and the def2-TZVPD basis.

Geometry as XYZ:
```
78
C18H33B4CaF16N6 | the OMol25 dataset | the ωB97M-V functional and the def2-TZVPD basis
Ca -1.2145 6.3267 0.1071
C 8.0966 2.0385 -1.6558
C 8.3507 0.8122 -2.5802
N 7.7502 -0.3496 -1.9434
C 6.6809 -0.3506 -1.1896
C 6.2872 -1.6312 -0.7947
N 7.1949 -2.4913 -1.3428
C 8.0213 -1.6664 -2.2365
C 7.3026 -3.8971 -1.3032
H 8.4994 1.7855 -0.6751
H 7.0589 2.3707 -1.6279
H 8.6773 2.9180 -1.9340
H 9.3551 0.7349 -2.9965
H 7.6890 0.8785 -3.4438
H 6.3297 0.5326 -0.6768
H 5.5256 -2.1077 -0.1953
H 8.7806 -2.0798 -2.8836
H 6.5253 -4.3526 -1.9168
H 7.2467 -4.2671 -0.2794
H 8.1898 -4.3597 -1.7357
C 0.6400 -3.9477 7.6405
C 0.1212 -3.3098 6.3662
N -1.3014 -3.4157 6.2855
C -2.1020 -4.5622 6.3741
C -3.4924 -4.1008 6.3361
N -3.4467 -2.7182 6.3090
C -2.1017 -2.2730 6.3074
C -4.5590 -1.9180 6.2600
H 0.0547 -4.7595 8.0724
H 0.5696 -3.2197 8.4487
H 1.7112 -4.1492 7.6329
H 0.5964 -3.7033 5.4676
H 0.4339 -2.2659 6.3912
H -1.7074 -5.5654 6.4397
H -4.4463 -4.6042 6.2806
H -1.7673 -1.2462 6.2898
H -4.2387 -1.0063 6.7642
H -5.5222 -2.3122 6.5838
H -4.5238 -1.6509 5.2039
C -4.1167 -3.2267 -2.5633
C -4.7840 -3.6280 -3.8287
N -4.8248 -2.5532 -4.7874
C -4.4441 -1.2124 -4.6552
C -4.9442 -0.5007 -5.7730
N -5.4836 -1.4016 -6.6035
C -5.3808 -2.6198 -6.0238
C -5.9146 -1.0643 -7.9393
H -4.6030 -2.5177 -1.8932
H -3.1071 -2.8649 -2.7580
H -3.9031 -4.1566 -2.0361
H -5.7587 -4.0966 -3.6929
H -4.3188 -4.4830 -4.3192
H -3.8972 -0.9047 -3.7763
H -4.7534 0.4825 -6.1773
H -5.8585 -3.4759 -6.4769
H -6.9300 -0.6709 -7.8900
H -6.1838 -1.8565 -8.6380
H -5.2368 -0.3639 -8.4272
B -4.3498 6.2505 3.9645
F -4.8499 5.9708 2.6754
F -4.8889 7.4154 4.4027
F -4.4581 5.1546 4.7401
F -3.0206 6.5528 3.8696
B 0.7306 1.7847 1.1626
F 1.8371 1.7818 1.9869
F -0.3892 2.3605 1.6933
F 1.0115 2.4341 0.0336
F 0.2145 0.5345 0.7429
B -1.5878 5.2237 -4.6704
F -2.4398 4.8393 -3.6619
F -1.0679 4.1322 -5.3396
F -2.2879 5.9697 -5.6344
F -0.5629 6.0267 -4.2187
B 2.6689 8.9704 0.4689
F 2.5046 7.6815 1.1040
F 1.3967 9.3800 0.1997
F 3.3503 9.7615 1.2483
F 3.3658 8.7739 -0.6578
```

Calculated values
Electronic energy   -92775.1882 eV
Molar mass   720.8 g mol⁻¹
HOMO   -10.827 eV
Total charge   +1
LUMO level   -0.1540 hartree